12
Properties=species:S:1:pos:R:3:mulliken_spin:R:1 method="wB97M-V/def2-TZVPD" largest_force_ha_per_bohr=0.05904 homo_lumo_gap_ev="5.58 / 5.89" spin_multiplicity=4 total_energy_ev=-35815.4558 total_charge=0
O 0.347 1.569 -1.630 0.050
C 0.898 0.384 -1.797 0.162
C 0.978 -0.595 -0.793 0.135
H 0.986 0.041 -2.844 0.022
H 1.572 -0.283 0.078 0.001
H 1.056 -1.640 -1.110 0.005
Tm -1.140 2.493 -0.207 2.032
C -0.902 -0.136 0.728 0.438
C -0.728 -0.341 2.044 0.111
H -1.713 -0.733 0.276 0.006
H 0.093 0.137 2.593 0.015
H -1.447 -0.897 2.662 0.023